Below is an isolated molecule of C4H5I at a distorted geometry, with properties calculated with ωB97M-V/def2-TZVPD.

Structure (XYZ):
```
10
Properties=species:S:1:pos:R:3:forces:R:3
C 0.36540 -0.39857 -0.11622 -0.42 2.00 0.31
C 1.59842 -0.12101 0.26974 -2.50 -0.78 0.31
C -1.04011 -0.46985 -0.40611 0.36 -0.99 3.26
C -1.31123 0.71908 0.42631 2.01 0.51 0.96
I -1.78215 0.48092 2.51510 0.38 0.16 -1.17
H 1.68332 0.60002 1.03508 0.52 1.09 0.59
H 2.38023 -0.82912 0.20158 0.86 -0.56 -0.67
H -1.47263 -0.42815 -1.29507 -0.83 0.59 -4.70
H -1.47628 -1.40084 -0.07453 -0.12 -0.27 0.86
H -1.12249 1.79358 0.12136 -0.26 -1.75 0.26
```
Forces are in eV/Å.

Properties
energy above the lowest of the compared OMol25 structures with the same formula, charge and spin	74.4	kcal/mol
spin multiplicity	1
HOMO-LUMO gap	8.223	eV
HOMO level	-7.730	eV
largest force on an atom	4.809	eV/Å

For each atom in turn, the natural (NBO) charge in e is:
1. C 0.16
2. C -0.47
3. C -0.55
4. C -0.39
5. I 0.09
6. H 0.22
7. H 0.22
8. H 0.24
9. H 0.25
10. H 0.23


Below is a 15-piece molecular cluster, C18H40BrCl28NO2PS overall at a distorted geometry, with properties calculated with ωB97M-V/def2-TZVPD.

Structure (XYZ):
```
92
Properties=species:S:1:pos:R:3:forces:R:3
C -1.02147 -0.09265 2.77697 -0.58 0.19 1.30
C -1.33097 0.65246 4.11181 0.81 0.39 -0.47
C -1.03458 2.17828 3.92624 -1.31 -1.12 0.32
O -0.02990 2.57235 4.89854 0.62 0.60 -1.25
C 1.02899 3.28113 4.37057 -1.28 0.60 1.50
S 2.59258 2.23440 4.20643 -0.02 -0.95 0.93
Br 2.37038 0.43913 5.52272 -0.41 1.06 -0.37
P 2.83953 1.54127 2.12913 0.35 -0.22 -2.42
N 2.68408 -0.15718 2.16852 -0.72 1.85 0.97
O 1.53739 2.23174 1.31277 0.79 -1.03 1.27
H -0.08275 0.27848 2.34412 -0.40 -0.01 0.00
H -1.86593 0.07469 2.09494 0.48 -0.16 -0.14
H -0.89877 -1.16618 2.96325 -0.20 0.29 -0.12
H -0.65052 0.28427 4.89968 -0.30 0.17 -0.23
H -2.35074 0.47244 4.47462 0.25 0.08 -0.23
H -0.74772 2.36091 2.88033 0.40 0.16 0.47
H -1.93763 2.78155 4.11739 0.44 -0.12 0.06
H 0.81871 3.81967 3.42986 0.35 -0.72 -0.01
H 1.31160 4.04345 5.11717 0.30 -0.43 -0.23
H 2.01138 -0.48338 2.86063 -0.01 -0.36 -0.23
H 2.47772 -0.54127 1.24804 0.09 -0.07 0.00
H 1.92484 3.00867 0.88825 -0.21 0.19 -0.24
C 4.68324 -0.28433 -1.41397 -0.19 0.00 -0.10
Cl 4.60264 0.96454 -0.15711 0.24 0.10 -0.19
Cl 3.07232 -0.91219 -1.78171 0.02 -0.04 0.02
H 5.11015 0.14550 -2.31268 -0.06 0.09 0.06
H 5.30035 -1.09363 -1.05701 -0.07 0.06 0.20
C 4.67106 -2.33230 5.57403 0.08 0.03 0.02
Cl 3.45505 -3.60613 5.42335 -0.10 0.06 0.06
Cl 6.00864 -2.56828 4.44612 -0.01 0.08 0.03
H 4.19802 -1.38016 5.35586 0.17 -0.20 -0.08
H 5.05982 -2.33619 6.58718 0.02 -0.10 -0.05
C -1.79322 4.80892 0.51093 -0.36 -0.07 -0.13
Cl -0.48760 5.20533 1.64408 0.14 0.19 -0.05
Cl -2.84056 3.54413 1.16435 -0.06 -0.06 -0.04
H -2.38341 5.71080 0.33345 0.26 -0.54 0.25
H -1.35842 4.45875 -0.41831 0.06 -0.05 0.08
C 8.12461 -1.80309 -2.46649 0.23 -0.02 -0.06
Cl 8.10973 -0.55630 -1.21274 0.03 0.00 -0.02
Cl 6.49346 -2.40261 -2.81405 0.23 -0.18 -0.15
H 8.54063 -1.38114 -3.37480 -0.11 0.05 0.02
H 8.73469 -2.63304 -2.12741 -0.11 0.00 0.07
C -1.46810 7.81909 -1.87904 0.04 0.17 -0.05
Cl -2.51135 7.80454 -0.44896 -0.05 0.59 -0.18
Cl -1.53208 6.28364 -2.75299 0.08 -0.06 -0.04
H -1.80113 8.61055 -2.54188 -0.12 -0.10 0.01
H -0.44559 8.00010 -1.56565 -0.05 -0.10 0.05
C 0.21756 -3.49297 1.04656 0.00 -0.21 -0.07
Cl 0.82302 -3.68162 2.69740 0.03 0.00 0.01
Cl 0.14114 -1.78605 0.58724 0.11 -0.25 -0.58
H 0.88633 -4.00959 0.36632 0.05 0.08 0.04
H -0.77935 -3.91633 0.98422 0.00 0.10 0.06
C 5.45656 -5.16092 -4.73795 0.08 0.10 0.03
Cl 3.84117 -5.23803 -5.45103 0.04 0.16 0.02
Cl 6.69302 -5.76207 -5.84685 0.02 0.03 0.07
H 5.67511 -4.12778 -4.49362 -0.03 -0.10 -0.21
H 5.46780 -5.76539 -3.83859 -0.05 -0.05 -0.07
C 2.34318 -7.97749 -2.65580 0.04 -0.08 -0.20
Cl 2.07455 -6.76424 -1.39442 -0.10 0.03 0.08
Cl 3.96598 -7.84402 -3.34250 -0.01 -0.31 0.15
H 2.22502 -8.96407 -2.22262 0.08 0.07 0.07
H 1.61544 -7.82777 -3.44458 0.08 0.16 0.01
C -1.55852 -8.02247 -1.20925 0.03 -0.03 0.15
Cl -0.80246 -8.82113 -2.59254 -0.13 -0.09 0.04
Cl -2.53948 -6.64126 -1.71195 0.01 0.04 0.06
H -2.19414 -8.73753 -0.69826 -0.04 0.01 -0.12
H -0.77767 -7.67247 -0.54207 0.03 0.04 -0.12
C -4.92155 6.08473 -4.63651 0.12 -0.05 -0.08
Cl -4.75121 7.71898 -3.98859 0.06 0.06 -0.01
Cl -6.38475 5.29952 -4.03502 0.01 -0.09 -0.01
H -4.96892 6.13850 -5.71872 -0.11 0.07 0.05
H -4.06263 5.49716 -4.32984 -0.05 0.04 0.09
C -10.21963 5.38405 -4.49144 0.06 -0.04 0.06
Cl -10.78734 4.68306 -6.01126 0.05 -0.06 0.01
Cl -10.92880 6.97715 -4.20507 0.04 0.00 0.07
H -10.49898 4.72503 -3.67632 -0.09 0.04 -0.06
H -9.14106 5.48668 -4.53727 -0.06 0.07 -0.09
C -6.11893 2.04291 0.31187 0.04 -0.01 0.07
Cl -6.26871 3.16067 -1.04851 0.11 0.05 0.00
Cl -7.51925 0.97350 0.43544 0.05 -0.02 0.06
H -5.22921 1.43832 0.16950 -0.07 -0.01 -0.09
H -6.03643 2.61816 1.22820 -0.10 0.03 -0.05
C 0.57579 -5.48118 -6.78680 0.05 0.02 -0.07
Cl -0.28717 -5.35949 -5.24714 0.03 0.05 0.07
Cl 0.37163 -7.07532 -7.51908 0.05 0.03 -0.03
H 0.19010 -4.72969 -7.46712 -0.08 -0.07 0.04
H 1.63105 -5.31588 -6.60313 -0.11 -0.07 -0.02
C -1.19450 2.36898 8.17777 0.12 0.02 0.00
Cl -1.28770 3.55644 9.48173 0.07 -0.01 -0.03
Cl -2.79553 1.78011 7.71436 0.03 -0.05 -0.11
H -0.73186 2.83307 7.31330 -0.11 0.02 0.01
H -0.59781 1.52700 8.51342 -0.10 0.00 0.07
```
Forces are in eV/Å.

Properties
total charge	+1
spin multiplicity	1
HOMO-LUMO gap	6.534	eV
HOMO level	-11.831	eV
largest force on an atom	2.455	eV/Å

For each atom in turn, the Löwdin charge in e is:
1. C -0.16
2. C -0.19
3. C -0.19
4. O -0.22
5. C -0.44
6. S 0.51
7. Br 0.49
8. P 0.61
9. N -0.18
10. O -0.34
11. H 0.01
12. H 0.08
13. H 0.03
14. H 0.08
15. H 0.11
16. H 0.07
17. H 0.12
18. H 0.04
19. H 0.11
20. H -0.02
21. H -0.02
22. H 0.04
23. C -1.06
24. Cl 0.52
25. Cl 0.53
26. H 0.02
27. H -0.06
28. C -1.06
29. Cl 0.50
30. Cl 0.52
31. H -0.09
32. H 0.03
33. C -1.02
34. Cl 0.55
35. Cl 0.56
36. H -0.08
37. H 0.01
38. C -0.95
39. Cl 0.55
40. Cl 0.61
41. H 0.04
42. H 0.04
43. C -0.97
44. Cl 0.58
45. Cl 0.54
46. H 0.02
47. H 0.03
48. C -0.96
49. Cl 0.52
50. Cl 0.58
51. H 0.02
52. H 0.03
53. C -1.06
54. Cl 0.53
55. Cl 0.53
56. H -0.06
57. H -0.03
58. C -1.04
59. Cl 0.50
60. Cl 0.55
61. H 0.02
62. H -0.02
63. C -1.01
64. Cl 0.55
65. Cl 0.50
66. H 0.03
67. H 0.00
68. C -1.02
69. Cl 0.51
70. Cl 0.53
71. H 0.03
72. H 0.00
73. C -1.04
74. Cl 0.50
75. Cl 0.50
76. H 0.03
77. H -0.04
78. C -1.06
79. Cl 0.49
80. Cl 0.52
81. H 0.01
82. H 0.01
83. C -1.04
84. Cl 0.49
85. Cl 0.51
86. H 0.03
87. H -0.07
88. C -1.04
89. Cl 0.52
90. Cl 0.52
91. H 0.00
92. H 0.03


Below is C35H33N2O3RuS3SbSe4 as an isolated structure, with properties calculated with ωB97M-V/def2-TZVPD.

Structure (XYZ):
```
82
Properties=species:S:1:pos:R:3:forces:R:3
Ru -0.01500 1.11404 -0.25359 0.41 0.22 -0.50
S -2.40248 0.35974 3.63660 -0.01 -0.04 0.01
C -0.91049 -0.44330 4.00449 -0.05 -0.01 0.00
C -0.45243 -0.92510 5.22488 -0.01 0.00 0.01
C 0.77806 -1.55319 5.26239 0.02 -0.04 0.02
C 1.52965 -1.71898 4.09551 -0.08 0.02 0.09
C 1.07069 -1.24370 2.88365 0.23 0.03 0.11
C -0.15303 -0.57589 2.83470 0.03 -0.09 -0.17
N -0.74446 -0.04573 1.69937 -0.21 0.21 -0.28
C -1.91478 0.46867 1.96561 0.05 0.02 0.21
C -2.69397 1.14798 0.95270 0.01 -0.22 0.06
C -4.07026 1.36411 1.10332 -0.02 -0.04 0.02
C -4.78351 1.93687 0.07594 0.00 -0.01 0.00
C -4.11075 2.28008 -1.10048 0.01 0.01 0.00
C -2.75139 2.07746 -1.23443 -0.03 0.10 0.05
C -1.97559 1.52315 -0.19846 0.03 0.10 -0.22
H -1.04384 -0.80967 6.12378 0.00 0.00 0.00
H 1.15764 -1.92989 6.20313 0.00 0.00 0.01
H 2.48012 -2.23421 4.14186 0.02 0.00 0.00
H 1.63297 -1.42031 1.97557 -0.07 0.07 0.31
H -4.57302 1.06238 2.01730 0.01 0.01 0.01
H -5.84525 2.11958 0.17762 -0.01 0.00 0.00
H -4.65965 2.73848 -1.91477 0.00 0.00 0.00
H -2.26074 2.39811 -2.14418 0.00 0.00 0.00
O 0.95422 -1.87991 0.03431 -0.07 -0.59 -0.40
S 0.61712 -3.30510 0.32617 -0.17 -0.28 0.11
C 0.37086 -4.15016 -1.26654 0.19 -0.14 0.05
C -0.27425 -3.24832 -2.30100 -0.12 -0.04 -0.20
C 0.75995 -2.57245 -3.19046 0.16 -0.32 0.03
C 0.13193 -1.67442 -4.23114 -0.17 -0.03 -0.35
S -0.15588 -0.00428 -3.59125 0.20 0.50 0.00
O -0.32307 -0.21658 -2.11123 -0.17 -0.16 0.48
C 1.52698 0.52843 -3.89174 0.00 0.15 0.09
C 2.53385 0.18546 -3.00428 0.03 0.05 -0.07
C 3.81320 0.66685 -3.23144 0.00 0.02 -0.01
C 4.06943 1.48201 -4.32669 0.00 -0.01 0.01
C 3.04986 1.81297 -5.20791 0.01 -0.01 -0.01
C 1.76693 1.33443 -4.99241 -0.02 0.04 0.04
C -1.11423 -3.39367 0.78518 0.03 0.12 0.14
C -1.53881 -4.49438 1.51782 0.07 0.00 0.01
C -2.87869 -4.61468 1.84895 -0.02 -0.03 -0.01
C -3.77876 -3.63627 1.44683 -0.01 0.00 0.01
C -3.34008 -2.53383 0.72862 0.01 0.07 0.00
C -1.99630 -2.39648 0.40340 -0.07 -0.01 -0.05
H -0.23539 -5.02485 -1.02410 0.03 0.02 0.02
H 1.35043 -4.50621 -1.59647 0.02 0.06 0.04
H -0.89875 -2.50147 -1.81294 0.07 0.02 -0.14
H -0.93563 -3.84918 -2.93288 -0.01 -0.03 0.03
H 1.33062 -3.35052 -3.70929 0.02 0.01 0.00
H 1.47252 -2.00600 -2.59007 -0.16 -0.21 0.02
H -0.81531 -2.06955 -4.60771 -0.02 0.00 0.13
H 0.78997 -1.51324 -5.08626 -0.07 -0.08 -0.03
H 2.30312 -0.38784 -2.11857 0.07 0.17 0.02
H 4.60453 0.43687 -2.52897 0.00 0.00 0.00
H 5.06133 1.88816 -4.47580 0.00 0.00 0.00
H 3.24174 2.48222 -6.03551 0.00 0.00 0.00
H 0.94947 1.64114 -5.63378 0.00 0.01 0.01
H -0.82379 -5.24716 1.83127 0.00 0.01 0.01
H -3.21929 -5.46591 2.42434 0.01 0.00 0.00
H -4.82626 -3.72888 1.70421 0.00 0.00 0.00
H -4.04094 -1.76856 0.42255 0.00 0.07 0.01
H -1.63457 -1.52404 -0.12833 -0.02 0.00 0.00
O 2.15672 0.36727 -0.03463 0.01 0.54 0.36
C 2.81248 1.47546 0.60561 -0.01 -0.05 -0.12
C 1.94021 2.12293 1.63655 -0.05 -0.01 0.01
C 2.45429 2.64642 2.80380 0.01 0.01 -0.01
C 1.62617 3.37925 3.63841 0.01 0.02 -0.01
C 0.31542 3.58248 3.25903 -0.02 0.01 -0.01
C -0.14597 2.99617 2.09292 0.05 0.00 -0.02
N 0.63684 2.24164 1.31684 0.04 0.27 0.12
H 2.00820 -0.33554 0.61138 0.03 -0.14 -0.25
H 2.99523 2.21527 -0.17859 0.04 0.02 0.02
H 3.76670 1.16066 1.03172 0.00 0.01 0.04
H 3.50740 2.52693 3.01673 0.00 -0.01 0.01
H 2.01684 3.82538 4.54337 0.00 0.00 0.00
H -0.35563 4.21108 3.82594 0.00 0.00 0.01
H -1.15807 3.14310 1.75108 -0.01 0.01 -0.01
Se 2.98502 5.21484 0.29877 -0.02 -0.03 0.05
Sb 0.89590 5.34570 -0.93238 0.04 -0.03 -0.11
Se 0.50800 2.81286 -1.80254 -0.23 -0.39 0.18
Se -1.14253 5.75212 0.30978 -0.03 -0.01 0.05
Se 1.02027 6.23065 -3.17323 0.01 0.03 0.02
```
Forces are in eV/Å.

Properties
energy above the lowest of the compared OMol25 structures with the same formula, charge and spin	0.0	kcal/mol
total charge	-1
spin multiplicity	2
HOMO-LUMO gap (alpha / beta)	5.023 / 5.008	eV
HOMO level (alpha / beta)	-3.431 / -3.416	eV
largest force on an atom	0.711	eV/Å

For each atom in turn, the Löwdin charge in e is:
1. Ru 0.86
2. S 1.12
3. C -0.46
4. C -0.09
5. C -0.09
6. C -0.08
7. C -0.03
8. C -0.28
9. N 0.03
10. C -0.55
11. C -0.28
12. C -0.08
13. C -0.10
14. C -0.08
15. C -0.12
16. C -0.24
17. H 0.11
18. H 0.10
19. H 0.10
20. H 0.07
21. H 0.09
22. H 0.09
23. H 0.10
24. H 0.06
25. O -0.54
26. S 1.01
27. C -0.31
28. C -0.24
29. C -0.24
30. C -0.31
31. S 0.98
32. O -0.63
33. C -0.47
34. C -0.11
35. C -0.06
36. C -0.07
37. C -0.07
38. C -0.10
39. C -0.38
40. C -0.09
41. C -0.08
42. C -0.08
43. C -0.05
44. C -0.07
45. H 0.09
46. H 0.09
47. H 0.08
48. H 0.12
49. H 0.12
50. H 0.08
51. H 0.09
52. H 0.09
53. H 0.08
54. H 0.11
55. H 0.10
56. H 0.11
57. H 0.11
58. H 0.11
59. H 0.10
60. H 0.10
61. H 0.11
62. H 0.09
63. O -0.19
64. C -0.18
65. C -0.30
66. C -0.05
67. C -0.06
68. C -0.04
69. C -0.17
70. N -0.04
71. H 0.03
72. H 0.07
73. H 0.13
74. H 0.12
75. H 0.11
76. H 0.11
77. H 0.06
78. Se -0.20
79. Sb -0.34
80. Se 0.31
81. Se -0.20
82. Se -0.30


> Which of these has the highest largest force on an atom?

C4H5I


> What is the largest force on an atom in the first record?

4.809 eV/Å


> Look up the largest force on an atom of the second one.

2.455 eV/Å